This record from OMol25 describes 2 unconnected molecules or ions with the total composition CH6N2 in a non-equilibrium geometry. The level of theory is the ωB97M-V functional and the def2-TZVPD basis.

Structure (ORCA input):
```
! RIJCOSX wB97M-V def2-TZVPD def2/J DEFGRID3
* xyz 0 1
N 2.29655 -3.36249 5.08076
H 3.01590 -3.78938 5.64604
H 2.22452 -2.34309 5.26226
H 1.35681 -3.73324 5.35007
C -1.93859 2.92030 -3.93359
N -2.15980 2.30457 -5.07841
H -2.75359 3.37366 -3.38166
H -0.81653 2.76660 -3.62452
H -1.22526 1.86306 -5.32095
*
```

The HOMO energy is -0.370 Ha. The SMILES is C=N.N. Its total energy is -4113.106 eV. The frontier orbital gap comes out at 11.26 eV.

***

This record from OMol25 describes 2 unconnected molecules or ions with the total composition CH3Cl3FNP2S in a non-equilibrium geometry. The level of theory is the ωB97M-V functional and the def2-TZVPD basis.

Structure (ORCA input):
```
! RIJCOSX wB97M-V def2-TZVPD def2/J DEFGRID3
* xyz 0 1
C 1.41651 -0.07590 -0.78133
N 0.72414 2.07589 1.19243
F 3.99157 4.59584 -1.00900
P 1.70204 1.09869 0.60915
P 3.25347 3.33260 -0.38800
S 4.32623 1.64128 -0.57120
Cl 2.75910 0.08417 2.03562
Cl 1.49320 3.49168 -1.43121
Cl 3.09929 4.16364 1.49964
H 1.30345 -1.15839 -0.26112
H 0.34835 0.20890 -1.17143
H 2.16735 -0.25202 -1.50990
*
```

The HOMO energy is -0.341 Ha. The SMILES is FP(=S)(Cl)Cl.CP(#N)Cl. Its total energy is -72273.688 eV. The frontier orbital gap comes out at 7.91 eV.

***

This record from OMol25 describes a molecular structure, C6H11NS in a non-equilibrium geometry. The level of theory is the ωB97M-V functional and the def2-TZVPD basis.

Structure (ORCA input):
```
! RIJCOSX wB97M-V def2-TZVPD def2/J DEFGRID3
* xyz 0 1
C 1.11132 -1.71534 0.92055
C 0.50129 0.65947 0.73294
C -0.56414 1.13992 -0.26967
C 0.02909 0.82880 -1.61517
C 0.05703 -0.63567 -1.01863
C -1.28078 -0.20077 -0.26147
H 1.68321 -2.51775 0.33568
H 0.17924 -2.25697 1.30473
H 1.80732 -1.48919 1.83117
H 1.39015 1.37193 0.90631
H 0.09613 0.45082 1.72029
H -1.20738 2.59672 1.36579
H -0.80216 0.83826 -2.26583
H 1.09048 1.12614 -1.97161
H -0.04817 -1.56568 -1.48815
H -1.56628 -0.56957 0.76134
H -2.11768 -0.25108 -1.02339
N 0.95735 -0.53788 0.12530
S -1.31603 2.72784 -0.09016
*
```

The HOMO energy is -0.298 Ha. Its total energy is -18723.003 eV. The frontier orbital gap comes out at 8.95 eV.

***

This record from OMol25 describes 2 unconnected molecules or ions with the total composition C5H10Br2 in a non-equilibrium geometry. The level of theory is the ωB97M-V functional and the def2-TZVPD basis.

Structure (ORCA input):
```
! RIJCOSX wB97M-V def2-TZVPD def2/J DEFGRID3
* xyz 0 1
C 0.95924 -0.14343 1.97905
C -0.78658 0.95075 -1.55025
C -0.36880 -1.46275 -0.82347
C 0.19047 0.81260 1.12561
C 0.07692 -0.04363 -0.83004
Br -1.64137 0.99659 1.66252
Br 1.94483 0.13197 -1.35528
H 0.54309 -1.14879 1.90638
H 0.91871 0.15017 3.03025
H 2.00290 -0.16772 1.67230
H -0.46344 1.97127 -1.34582
H -0.73859 0.79853 -2.63013
H -1.82276 0.84445 -1.23583
H 0.32309 -2.10505 -0.27784
H -1.36868 -1.54693 -0.39957
H -0.40213 -1.81802 -1.85917
H 0.63309 1.77999 0.93128
*
```

The HOMO energy is -0.322 Ha. Its total energy is -145430.976 eV. The frontier orbital gap comes out at 9.49 eV.

***

This record from OMol25 describes C3H3NS2 in the gas phase in a non-equilibrium geometry. The level of theory is the ωB97M-V functional and the def2-TZVPD basis.

Structure (ORCA input):
```
! RIJCOSX wB97M-V def2-TZVPD def2/J DEFGRID3
* xyz 0 1
C 2.34572 1.27334 -0.00045
C 2.35020 -0.08564 0.02406
C -1.85159 -0.27457 -0.03785
N 2.43192 2.42997 -0.00496
S -0.59260 -1.67633 0.14410
S 1.60662 -1.40921 0.02939
H -1.62144 0.19124 -0.86818
H -1.88950 0.35842 0.85284
H -2.77934 -0.80722 -0.13895
*
```

The HOMO energy is -0.330 Ha. Its total energy is -26316.693 eV. The frontier orbital gap comes out at 7.49 eV.

***

This record from OMol25 describes C6H7NO in the gas phase in a non-equilibrium geometry. The level of theory is the ωB97M-V functional and the def2-TZVPD basis.

Structure (ORCA input):
```
! RIJCOSX wB97M-V def2-TZVPD def2/J DEFGRID3
* xyz 0 1
C -1.57931 -0.22963 0.01494
C -0.77105 1.25587 0.34378
C 0.67806 1.31848 -0.10836
C 1.45839 0.24298 -0.17663
C 0.74354 -0.84324 0.60737
C -0.47120 -1.09604 -0.37913
H -0.99845 1.51504 1.39470
H -1.29678 1.94261 -0.40140
H 1.07700 2.27621 -0.41033
H 2.48744 0.29799 -0.62809
H 0.41290 -0.53505 1.58022
H 0.90857 -2.54023 -0.58367
H -0.28089 -0.97732 -1.47245
N 0.38719 -2.19351 0.25469
O -2.75542 -0.43417 -0.03564
*
```

The HOMO energy is -0.319 Ha. The SMILES is O=C1CC=C[C@@H]2N[C@@H]12. Its total energy is -9868.536 eV. The frontier orbital gap comes out at 9.32 eV.